## w
Here is a cluster of 2 separate species, C3H4FNO2 in total from OMol25. Energies are from the ωB97M-V functional and the def2-TZVPD basis.

The calculation puts the HOMO-LUMO gap (spin up / spin down) at 6.002 / 5.983 eV. Its highest occupied orbital energy (spin up / spin down) is -0.2589 / -0.2581 hartree.

Structure (ORCA input):
```
! RIJCOSX wB97M-V def2-TZVPD def2/J DEFGRID3
* xyz 0 1
C 1.024 -0.249 0.786
C -0.965 0.532 -0.482
C -0.383 0.312 0.965
N 1.734 -1.969 -1.907
O 2.081 -0.060 1.285
O 0.952 -1.271 -1.352
F -0.201 1.451 1.738
H -1.052 1.580 -0.812
H -0.264 0.051 -1.177
H -1.921 0.094 -0.519
H -1.006 -0.471 1.475
*
```

Atom charges from the natural (NBO) analysis, given in e for atoms 1 to 4:
1 C 0.605
2 C -0.660
3 C 0.082
4 N 0.109

=====

## x
Here is an isolated molecule of C3H4FNO2 from OMol25. Energies are from the ωB97M-V functional and the def2-TZVPD basis.

As for the SMILES: FCC1=NOCO1. The calculation puts the HOMO-LUMO gap at 10.211 eV. Its highest occupied orbital energy is -0.3491 hartree.

Structure (ORCA input):
```
! RIJCOSX wB97M-V def2-TZVPD def2/J DEFGRID3
* xyz 0 1
F -2.856 0.743 0.052
C -1.763 -0.257 -0.163
C -0.344 0.103 0.022
N 0.048 1.353 0.034
O 1.480 1.397 -0.147
C 1.897 0.000 0.079
O 0.639 -0.830 -0.034
H -1.955 -0.853 -1.049
H -2.049 -0.767 0.831
H 2.703 -0.492 -0.709
H 2.200 -0.397 1.084
*
```

Atom charges from the natural (NBO) analysis, given in e for atoms 1 to 4:
1 F -0.361
2 C -0.006
3 C 0.414
4 N -0.157

=====

## y
Here is an isolated molecule of C3H4FNO2 from OMol25. Energies are from the ωB97M-V functional and the def2-TZVPD basis.

As for the SMILES: [H]/N=C(\F)OCC=O. The calculation puts the HOMO-LUMO gap at 10.998 eV. Its highest occupied orbital energy is -0.3791 hartree.

Structure (ORCA input):
```
! RIJCOSX wB97M-V def2-TZVPD def2/J DEFGRID3
* xyz 0 1
H 0.422 -1.631 -2.797
N -0.222 -0.844 -2.443
C 0.142 -0.318 -1.385
F 1.434 -0.317 -0.836
O -0.650 0.498 -0.671
C -0.333 0.899 0.700
C -0.054 -0.293 1.594
O -0.019 -1.458 1.411
H -1.157 1.572 1.108
H 0.337 1.718 0.736
H 0.100 0.173 2.583
*
```

Atom charges from the natural (NBO) analysis, given in e for atoms 1 to 4:
1 H 0.384
2 N -0.713
3 C 0.879
4 F -0.366

=====

## z
Here is an isolated molecule of C3H4FNO2 from OMol25. Energies are from the ωB97M-V functional and the def2-TZVPD basis.

As for the SMILES: N#C[C@H](O)[C@@H](O)F. The calculation puts the HOMO-LUMO gap at 11.982 eV. Its highest occupied orbital energy is -0.4233 hartree.

Structure (ORCA input):
```
! RIJCOSX wB97M-V def2-TZVPD def2/J DEFGRID3
* xyz 0 1
N -2.751 -0.230 0.194
C -1.715 0.243 0.195
C -0.033 0.671 0.382
O 0.172 1.791 -0.301
C 0.940 -0.517 0.012
O 0.578 -1.781 0.399
F 1.239 -0.577 -1.399
H 0.030 0.922 1.385
H -0.147 1.915 -1.166
H 1.915 -0.395 0.431
H -0.227 -2.042 -0.132
*
```

Atom charges from the natural (NBO) analysis, given in e for atoms 1 to 4:
1 N -0.345
2 C 0.177
3 C 0.107
4 O -0.688

=====

It is y that is most stable; the runner-up trails by 11.7 kJ/mol.

=====

## w
Here is a structure of composition C4H10N2S2 from OMol25. Energies are from the ωB97M-V functional and the def2-TZVPD basis.

The calculation puts the HOMO-LUMO gap at 8.485 eV. Its highest occupied orbital energy is -0.3016 hartree.

Structure (ORCA input):
```
! RIJCOSX wB97M-V def2-TZVPD def2/J DEFGRID3
* xyz 0 1
C -0.886 -0.804 -1.382
C -0.617 0.083 -0.091
C -1.107 1.548 -0.578
C 0.910 -0.126 0.021
H -0.419 -0.333 -2.341
H -0.426 -1.795 -1.419
H -2.001 -0.754 -1.778
H -2.201 1.677 -0.847
H -0.491 1.988 -1.322
H -0.901 2.404 0.208
H -2.178 -1.525 1.104
H 0.203 -0.350 1.806
H 3.013 0.308 1.877
H 2.874 -1.145 1.282
N 1.180 -0.451 1.228
N 2.356 -0.551 1.947
S -1.491 -0.219 1.427
S 2.183 0.043 -1.141
*
```

Atom charges from the natural (NBO) analysis, given in e for atoms 1 to 4:
1 C -0.633
2 C -0.283
3 C -0.614
4 C 0.163

=====

## x
Here is a cluster of 2 separate species, C4H10N2S2 in total from OMol25. Energies are from the ωB97M-V functional and the def2-TZVPD basis.

The calculation puts the HOMO-LUMO gap at 7.979 eV. Its highest occupied orbital energy is -0.2965 hartree.

Structure (ORCA input):
```
! RIJCOSX wB97M-V def2-TZVPD def2/J DEFGRID3
* xyz 0 1
C 2.530 -0.017 0.015
C -0.947 1.042 0.843
C 1.950 -0.358 -1.316
C -1.902 -0.842 -0.261
N -0.591 -1.048 1.688
N -1.060 -0.239 0.848
S 4.037 0.559 0.237
S -1.505 1.956 -0.564
H 1.927 -0.142 0.851
H -0.686 1.506 1.740
H 0.866 0.030 -1.500
H 1.829 -1.392 -1.556
H 2.589 0.132 -2.194
H -1.813 -0.286 -1.256
H -1.646 -1.935 -0.392
H -2.767 -0.933 0.245
H -0.211 -0.697 2.540
H -2.600 2.666 0.032
*
```

Atom charges from the natural (NBO) analysis, given in e for atoms 1 to 4:
1 C -0.232
2 C -0.280
3 C -0.698
4 C -0.433

=====

It is w that is most stable; the runner-up trails by 123.5 kJ/mol.